Computed, not measured: a structure of composition C10H29AsN5PtS2, with ωB97M-V with the def2-TZVPD basis set.

Properties
Total charge = +3
Orbital gap (alpha / beta) = 9.0 / 6.8 eV
HOMO (alpha / beta) = -17.217 / -17.810 eV
Multiplicity = 3
Calculated total energy = -104022.959 eV

Each line ends with the Mulliken spin population.
Element x y z (Å)
Pt (0.4234, 0.0697, 0.3174)  1.259
N (-3.0483, 0.6525, 1.5470)  -0.002
C (-3.8309, 0.6669, 0.2540)  0.003
C (-3.3750, 1.8129, -0.6452)  0.004
C (-2.0962, 1.5739, -1.4631)  -0.047
N (-0.8311, 1.7580, -0.6892)  0.169
C (-2.0929, 0.2083, -2.1525)  0.037
C (-2.4598, -0.9639, -1.2427)  -0.020
N (-1.3066, -1.3404, -0.3681)  0.090
C (-3.7550, -0.6783, -0.4679)  -0.002
H (-3.1773, 1.5297, 2.0558)  0.000
H (-2.0470, 0.5167, 1.3798)  0.019
H (-3.3687, -0.0994, 2.1617)  0.000
H (-4.8626, 0.8430, 0.5573)  0.000
H (-3.3025, 2.7471, -0.0788)  -0.001
H (-4.1719, 1.9688, -1.3736)  0.000
H (-2.1038, 2.3321, -2.2495)  0.004
H (-0.8893, 2.5920, -0.1092)  -0.004
H (-0.0947, 1.9582, -1.3624)  -0.018
H (-1.1075, 0.0338, -2.5961)  -0.009
H (-2.8046, 0.2362, -2.9785)  0.000
H (-2.6723, -1.8178, -1.8891)  0.002
H (-0.6818, -1.9244, -0.9177)  -0.003
H (-1.6277, -1.9533, 0.3791)  -0.005
H (-3.9933, -1.4999, 0.2158)  0.000
H (-4.5534, -0.6702, -1.2114)  0.000
N (1.4931, 1.0728, 3.7373)  0.008
C (1.0581, -0.1737, 3.8070)  -0.025
N (1.4308, -0.9606, 4.7949)  0.024
S (-0.0711, -0.8051, 2.6538)  0.296
H (2.1454, 1.4506, 4.4108)  0.000
H (1.2037, 1.6704, 2.9864)  0.004
H (2.0160, -0.6271, 5.5494)  -0.001
H (1.0966, -1.9094, 4.8612)  -0.001
C (2.6762, -0.2141, -2.7698)  0.009
As (3.5975, -0.4810, -1.0901)  -0.002
C (5.4222, 0.0962, -1.2452)  0.008
C (3.5575, -2.3500, -0.6103)  0.006
S (2.6722, 0.6918, 0.4975)  0.206
H (3.2704, -0.6691, -3.5631)  0.000
H (2.5761, 0.8507, -2.9712)  0.003
H (1.6983, -0.6915, -2.7350)  -0.013
H (5.8872, -0.4427, -2.0710)  0.001
H (5.9513, -0.1291, -0.3207)  -0.001
H (5.4630, 1.1667, -1.4372)  0.002
H (4.0781, -2.9188, -1.3813)  0.000
H (2.5340, -2.7053, -0.5159)  -0.003
H (4.0743, -2.4740, 0.3397)  0.000

Atoms 1-2, force components in eV/Å:
Pt -0.167 -0.139 0.299
N -0.125 -0.028 -0.008